No. 1
Density functional theory data (wB97M-V/def2-TZVPD) for 7 unconnected molecules or ions with the total composition C56H90BNO21.

Values from the calculation:
SMILES string: CCOCCOCc1cc(CNC)c(B(O)CC)c2c1C(=O)c1c(ccc(CCCC(=O)OCC)c1CCOC=O)C2=O.CCOC(C)=O.CCOC(C)=O.CCOC(C)=O.CCOC(C)=O.CCOC(C)=O.CCOC(C)=O
Energy relative to the best compared isomer or geometry (same formula, charge and spin) in kJ/mol: 1188.00
Total charge: 0

Atoms and positions in Å:
1 C -10.04099 0.63483 1.68451
2 C -9.17241 1.79003 2.43146
3 O -7.95219 1.27230 3.00964
4 C -8.20461 0.63575 4.30013
5 C -6.74061 0.43544 4.96461
6 O -6.18434 -0.76435 4.36572
7 C -4.79329 -0.90310 4.70676
8 C -3.81497 0.12829 3.98242
9 C -2.97213 1.13803 4.81764
10 C -1.95417 2.15288 4.17221
11 C -1.14899 3.07308 5.22130
12 N -0.19457 2.15380 5.94386
13 C 0.87040 1.63492 5.03881
14 C -1.73126 2.21417 2.61530
15 B -0.68212 3.26092 1.93702
16 O 0.46420 2.68754 1.24269
17 C -0.81913 4.87271 1.92644
18 C -1.53406 5.44994 0.57628
19 C -2.58074 1.19806 1.76120
20 C -3.59121 0.19344 2.42862
21 C -4.37600 -0.81647 1.44049
22 O -5.59377 -1.08784 1.53316
23 C -3.45336 -1.42477 0.26207
24 C -2.44311 -0.41868 -0.40714
25 C -1.49988 -0.92811 -1.51979
26 C -1.61336 -2.43529 -1.90572
27 C -2.59098 -3.43316 -1.24952
28 C -2.69632 -4.99838 -1.59709
29 C -1.35623 -5.57668 -2.31734
30 C -0.25138 -6.06344 -1.23206
31 C 0.54101 -4.78342 -0.65783
32 O 1.24915 -4.07149 -1.42982
33 O 0.47981 -4.36201 0.70764
34 C 1.75581 -4.57785 1.38199
35 C 2.38359 -3.20183 1.97722
36 C -3.55930 -2.91372 -0.12605
37 C -4.62717 -3.85332 0.61691
38 C -6.05570 -3.80692 -0.16961
39 O -6.89501 -4.95794 0.11490
40 C -7.25339 -5.03571 1.48667
41 O -8.41461 -4.84000 1.93197
42 C -2.43998 1.09487 0.15603
43 O -2.37193 2.08450 -0.60895
44 H -9.76963 -0.35036 2.21455
45 H -11.15963 0.86564 1.81264
46 H -9.71292 0.53995 0.59794
47 H -9.77723 2.31655 3.25492
48 H -8.87719 2.53599 1.60064
49 H -8.86393 1.26329 4.98884
50 H -8.64118 -0.40338 4.05829
51 H -6.87435 0.21229 6.08395
52 H -6.11904 1.37496 4.75213
53 H -4.66896 -0.91921 5.85884
54 H -4.46165 -1.95843 4.36596
55 H -3.08865 1.10138 5.94980
56 H -1.84263 3.49661 6.03219
57 H -0.54030 3.90436 4.73621
58 H -0.72788 1.39349 6.38188
59 H 0.70005 0.53354 4.72376
60 H 1.01567 2.23803 4.08039
61 H 1.88737 1.65666 5.58663
62 H 0.21147 1.83477 0.82716
63 H 0.26258 5.28836 1.90236
64 H -1.29980 5.30627 2.87416
65 H -2.62929 5.68794 0.78268
66 H -1.39225 4.63090 -0.21815
67 H -0.95297 6.36624 0.19496
68 H -0.76076 -0.19134 -1.97495
69 H -0.87461 -2.79277 -2.71301
70 H -3.65599 -5.29284 -2.13682
71 H -2.72737 -5.53552 -0.57162
72 H -1.66796 -6.51445 -2.89946
73 H -0.90450 -4.85204 -3.07078
74 H 0.54381 -6.75645 -1.70236
75 H -0.74360 -6.68938 -0.39988
76 H 1.66172 -5.32505 2.24437
77 H 2.51930 -4.96846 0.62784
78 H 3.50172 -3.13272 1.68888
79 H 2.34103 -3.17784 3.11844
80 H 1.88236 -2.26561 1.55514
81 H -4.28854 -4.93553 0.73319
82 H -4.86930 -3.47120 1.68154
83 H -5.79924 -3.79279 -1.29662
84 H -6.62594 -2.83168 0.03960
85 H -6.46684 -5.33923 2.27514
86 C -0.87052 6.14257 -4.30856
87 C -2.17560 6.51769 -3.63250
88 O -1.93817 7.31401 -2.46346
89 C -1.75985 8.64704 -2.47375
90 C -1.52269 9.34216 -3.78402
91 O -1.72389 9.26174 -1.42934
92 H -0.32691 7.02427 -4.65340
93 H -1.05551 5.49204 -5.16618
94 H -0.21531 5.62147 -3.60556
95 H -2.87134 7.01521 -4.31187
96 H -2.67404 5.60791 -3.28994
97 H -0.44935 9.44569 -3.94365
98 H -1.97755 10.33380 -3.73719
99 H -1.97257 8.84103 -4.63844
100 C -3.93820 9.61510 0.46982
101 C -4.38573 11.04661 0.24814
102 O -5.77689 11.20869 0.56763
103 C -6.25012 11.43513 1.80567
104 C -5.33346 11.24966 2.98293
105 O -7.41551 11.71746 1.96866
106 H -4.04031 9.31776 1.51588
107 H -2.89523 9.48899 0.17364
108 H -4.55614 8.92894 -0.11553
109 H -3.77162 11.76656 0.79424
110 H -4.28226 11.29205 -0.81126
111 H -5.46685 10.24368 3.38320
112 H -5.60133 11.98125 3.74823
113 H -4.28254 11.41659 2.75595
114 C 6.22805 -5.55155 -4.84696
115 C 5.02956 -6.29760 -5.40292
116 O 4.37834 -7.06176 -4.37709
117 C 3.45874 -6.56944 -3.52677
118 C 3.26851 -5.08216 -3.43502
119 O 2.84382 -7.31864 -2.79769
120 H 5.93519 -4.83240 -4.07988
121 H 6.74981 -5.01597 -5.64289
122 H 6.92528 -6.24986 -4.37625
123 H 4.32227 -5.63661 -5.90876
124 H 5.37253 -7.01547 -6.15143
125 H 3.87354 -4.69518 -2.61380
126 H 2.21580 -4.88077 -3.23257
127 H 3.51056 -4.54750 -4.35152
128 C 5.12449 -10.72094 0.48964
129 C 5.52730 -9.28886 0.78603
130 O 6.78417 -8.97042 0.17133
131 C 6.92776 -8.56426 -1.10414
132 C 5.76580 -8.69479 -2.04761
133 O 8.00207 -8.16390 -1.49570
134 H 4.98396 -10.88720 -0.57985
135 H 4.19486 -10.97273 1.00454
136 H 5.90679 -11.41068 0.81713
137 H 4.75678 -8.56918 0.49986
138 H 5.67305 -9.17530 1.86284
139 H 5.85570 -9.63336 -2.59663
140 H 5.79611 -7.86183 -2.75018
141 H 4.79384 -8.64702 -1.56171
142 C 4.09671 11.50262 -3.39437
143 C 3.54528 10.14258 -3.77817
144 O 2.17860 10.24311 -4.20407
145 C 1.79234 10.56040 -5.45342
146 C 2.80858 11.10698 -6.41666
147 O 0.62767 10.46866 -5.76897
148 H 4.09832 12.19104 -4.24136
149 H 5.11871 11.41092 -3.02050
150 H 3.47681 11.95787 -2.61785
151 H 4.15552 9.64066 -4.53249
152 H 3.54703 9.49577 -2.89798
153 H 2.77100 12.19704 -6.39359
154 H 2.55619 10.75826 -7.42021
155 H 3.82564 10.77186 -6.22424
156 C 12.55997 -8.16686 1.63575
157 C 12.50519 -9.48072 0.87944
158 O 11.93223 -10.51653 1.68895
159 C 10.60961 -10.73445 1.81969
160 C 9.64554 -9.69461 1.32131
161 O 10.21146 -11.72357 2.39228
162 H 11.56280 -7.81593 1.90713
163 H 13.04621 -7.39670 1.03294
164 H 13.11723 -8.28883 2.56819
165 H 11.98087 -9.39297 -0.07484
166 H 13.52335 -9.80011 0.64526
167 H 9.36838 -9.03945 2.14858
168 H 8.75425 -10.20010 0.94737
169 H 10.02573 -9.09865 0.49437

No. 2
Density functional theory data (wB97M-V/def2-TZVPD) for a molecular structure, C56H90BrN5O6SiW.

Values from the calculation:
Total charge: +2

Atoms and positions in Å:
1 W -0.38936 -0.33454 0.13536
2 C 2.11684 0.29219 -2.16809
3 N 2.06982 -0.62738 -1.01014
4 C 3.27579 -0.32070 -0.20268
5 C 2.22113 -2.02383 -1.43729
6 C 0.96422 -2.48237 -2.09382
7 N -0.20141 -2.29768 -1.17348
8 C -0.44208 -3.59784 -0.49960
9 C -1.44794 -3.73172 0.61018
10 C -1.92725 -5.02718 0.77599
11 C -2.68401 -5.38191 1.87710
12 C -2.91124 -4.38514 2.81805
13 C -2.47325 -3.06778 2.71333
14 C -1.76420 -2.74664 1.54207
15 O -1.39388 -1.45279 1.23233
16 C -2.69007 -2.19657 3.95977
17 C -4.10661 -2.38318 4.52754
18 C -2.50617 -0.70806 3.71842
19 C -1.65485 -2.64212 5.00525
20 C -3.23575 -6.78562 2.10073
21 C -2.76513 -7.76234 1.02369
22 C -4.76926 -6.71994 2.07416
23 C -2.76941 -7.30720 3.46830
24 C -1.91683 -2.58490 -3.11494
25 C -1.98758 0.07364 -3.82157
26 C -2.38317 0.61126 -5.04974
27 C -2.27246 1.92501 -5.43638
28 C -1.76704 2.77584 -4.48410
29 C -1.32378 2.37072 -3.22986
30 C -1.35269 0.98676 -2.85580
31 O -0.69316 0.67338 -1.62674
32 C -0.85577 3.51975 -2.32779
33 C 0.64311 3.39640 -2.06396
34 C -1.08735 4.90539 -2.94955
35 C -1.67308 3.49098 -1.04297
36 C -2.72315 2.37094 -6.82307
37 C -2.46958 3.86084 -7.05327
38 C -1.95134 1.57551 -7.88464
39 C -4.22702 2.10109 -6.97256
40 H 2.98243 0.05161 -2.79464
41 H 2.22297 1.30579 -1.79314
42 H 1.21270 0.24153 -2.76596
43 H 3.14839 0.60946 0.33719
44 H 4.12166 -0.22360 -0.88883
45 H 3.48551 -1.11820 0.49633
46 H 2.43864 -2.63033 -0.55808
47 H 3.06540 -2.12136 -2.13038
48 H 1.03397 -3.53289 -2.38322
49 H 0.79192 -1.90526 -3.00130
50 H 0.52681 -3.91411 -0.10308
51 H -0.71572 -4.30251 -1.29204
52 H -1.67308 -5.76594 0.02782
53 H -3.45931 -4.65405 3.70666
54 H -4.86402 -2.20401 3.76251
55 H -4.26288 -1.66705 5.33467
56 H -4.27688 -3.37029 4.94956
57 H -3.25062 -0.33656 3.01386
58 H -1.50591 -0.48213 3.35219
59 H -2.64233 -0.17399 4.66008
60 H -1.77301 -3.69591 5.25658
61 H -1.77226 -2.05840 5.91931
62 H -0.63987 -2.49768 4.62948
63 H -3.11836 -7.47569 0.03166
64 H -3.16473 -8.75311 1.23654
65 H -1.67731 -7.84478 0.99890
66 H -5.12920 -6.36487 1.10730
67 H -5.15386 -6.05342 2.84651
68 H -5.18833 -7.71133 2.24897
69 H -1.68468 -7.24781 3.56342
70 H -3.06344 -8.35016 3.58439
71 H -3.21558 -6.75018 4.29165
72 H -2.65917 -3.32240 -2.81334
73 H -1.14782 -3.08355 -3.70509
74 H -2.82950 -0.06833 -5.76315
75 H -1.69816 3.81829 -4.73169
76 H 1.16340 3.07902 -2.96995
77 H 0.85273 2.68316 -1.27913
78 H 1.05623 4.35764 -1.77081
79 H -0.48331 5.07179 -3.84230
80 H -0.78850 5.65551 -2.21830
81 H -2.13484 5.08641 -3.19300
82 H -1.37013 2.66075 -0.42973
83 H -2.73864 3.40445 -1.27194
84 H -1.52908 4.40553 -0.46652
85 H -1.41133 4.10948 -6.96191
86 H -3.03521 4.48259 -6.35788
87 H -2.78462 4.12871 -8.06109
88 H -0.87595 1.72144 -7.77705
89 H -2.24059 1.90966 -8.88083
90 H -2.15802 0.50667 -7.82306
91 H -4.79713 2.62949 -6.20715
92 H -4.45613 1.03749 -6.89619
93 H -4.57123 2.44296 -7.94874
94 N -3.97704 -0.02894 -0.25812
95 C -3.46389 0.79138 0.72765
96 C -4.43354 1.53300 1.41088
97 C -4.07375 2.34118 2.45626
98 C -2.73504 2.38015 2.81598
99 C -1.83491 1.65962 2.07642
100 N -2.15741 0.88523 1.01337
101 C -3.39279 -0.83530 -1.18841
102 C -4.36354 -1.18960 -2.24272
103 C -4.00976 -1.37088 -3.50696
104 C -2.55842 -1.41994 -3.90001
105 C -1.30269 -1.81378 -2.00865
106 N -2.15430 -1.14426 -1.07775
107 H -4.97128 0.09204 -0.38744
108 H -5.46853 1.44263 1.11075
109 H -4.82016 2.90913 2.99383
110 H -2.38725 2.95489 3.65664
111 H -0.80072 1.68576 2.35654
112 H -5.40705 -1.16515 -1.95524
113 H -4.77248 -1.51399 -4.26160
114 H -2.48763 -1.67396 -4.95216
115 H -0.78227 -1.04123 -2.55927
116 C 4.83577 2.31967 -0.60568
117 C 4.09205 3.11293 0.46143
118 C 4.75002 2.90682 1.81499
119 C 4.08917 4.57924 0.06318
120 O 2.71518 2.61098 0.47987
121 Si 1.53323 2.33909 1.54429
122 O 0.55396 1.13556 0.71446
123 O 2.08327 1.61253 2.84768
124 C 2.10282 1.28220 4.26150
125 C 2.47208 2.50585 5.07996
126 C 0.72847 0.78414 4.68529
127 C 3.16758 0.20756 4.42532
128 O 0.52953 3.57571 1.81753
129 C 0.60643 5.02081 2.05615
130 C -0.70987 5.42314 2.69346
131 C 1.75224 5.34393 2.99907
132 C 0.77737 5.75530 0.73552
133 H 5.78880 2.80380 -0.81547
134 H 4.26332 2.28941 -1.53313
135 H 5.04867 1.30521 -0.27725
136 H 5.78314 3.24895 1.76542
137 H 4.74626 1.85274 2.09024
138 H 4.24518 3.46778 2.60081
139 H 5.11354 4.90767 -0.10819
140 H 3.66748 5.21454 0.83540
141 H 3.52903 4.72155 -0.86082
142 H 1.68180 3.25005 5.03619
143 H 3.40909 2.94550 4.74082
144 H 2.59106 2.21430 6.12314
145 H 0.01094 1.60791 4.72197
146 H 0.78029 0.33846 5.67862
147 H 0.37131 0.02524 3.99833
148 H 4.14130 0.59102 4.12176
149 H 2.93288 -0.66691 3.82008
150 H 3.23155 -0.09815 5.46845
151 H -0.79982 5.01248 3.70047
152 H -1.54185 5.07756 2.08440
153 H -0.76572 6.50908 2.76367
154 H 1.63975 4.82627 3.94406
155 H 1.75747 6.41449 3.20217
156 H 2.71746 5.08198 2.57022
157 H -0.15936 5.79776 0.18067
158 H 1.52489 5.27360 0.11752
159 H 1.09754 6.77902 0.92683
160 Br 1.22514 -1.63350 1.70457

no.,Kohn-Sham gap (eV),DFT total energy (eV)
1,7.506,-104683.112
2,6.160,-159007.837